Entry a
This record from OMol25 describes 10 unconnected molecules or ions with the total composition C90H190N10O10. The level of theory is wB97M-V/def2-TZVPD.

```
! RIJCOSX wB97M-V def2-TZVPD def2/J DEFGRID3
* xyz 0 1
C 3.06015 -18.42369 -14.69751
H 1.26134 -18.29874 -19.33594
H 0.87645 -15.94379 -18.13375
O -1.78278 -21.51305 -18.14203
H -5.45852 -25.58990 -20.41767
H 4.29688 -15.21336 -15.61981
C -3.73529 -14.68171 -18.70820
C 2.23977 -18.03222 -18.93626
H 2.48382 -17.63596 -8.07670
C -2.33963 -23.24641 -28.39953
N 1.01508 -19.21054 -9.69126
H -10.39426 -25.34079 -19.69544
H 3.06066 -21.35585 -9.00504
H -1.01222 -23.72212 -15.00667
C -3.54258 -16.67369 -26.69803
C -4.90360 -20.25960 -19.85032
H -6.43044 -19.53583 -12.90906
C -11.49827 -20.15800 -17.50840
C -8.68681 -27.38625 -16.32517
C -0.52864 -25.96248 -18.38815
H 5.48695 -18.21972 -14.24026
H -3.80793 -23.16362 -18.35299
C 1.16867 -26.31209 -16.55744
H 1.53322 -25.90784 -15.61310
H 1.22009 -23.71478 -16.61011
C 3.83865 -15.94120 -14.95022
H -10.04963 -20.80292 -13.15175
N -2.40276 -25.59166 -27.35721
C -12.41216 -18.30437 -20.64766
C 1.37800 -20.92123 -7.88417
H -2.67569 -11.80045 -21.60950
H -8.26985 -28.28346 -16.78262
H 0.30608 -17.67295 -7.46809
H 2.19369 -21.68332 -11.01257
C -1.48945 -24.94231 -25.16154
H -9.85164 -28.11006 -18.60374
O -6.21283 -18.63906 -25.31937
H -9.64049 -19.02139 -17.76290
H -2.17195 -15.55528 -25.66397
H -2.11633 -25.53242 -24.49304
C -3.32655 -23.66472 -26.14539
H -8.55401 -20.51570 -13.97425
H -1.22159 -21.02069 -9.06015
H -12.41882 -20.77999 -21.80406
H -2.82491 -16.73000 -27.51649
C -12.68909 -20.84627 -20.75018
H -4.13312 -11.20204 -20.86625
C 1.68251 -16.09072 -17.41487
H -10.97672 -19.49495 -15.34494
H -4.40238 -23.43519 -19.79877
H -1.57384 -18.99056 -17.13945
H -3.40764 -21.83155 -21.63161
H -5.75920 -22.41971 -14.47097
H 0.68523 -22.47875 -10.50801
O -13.62273 -19.49170 -18.29261
H -1.87443 -17.17246 -25.37972
H -3.55359 -19.58110 -27.83533
H -2.04626 -27.48009 -19.01198
H -9.40204 -20.60509 -17.13950
C -3.06950 -11.36416 -20.69153
H -3.51396 -18.28680 -22.54626
C -5.43587 -17.74479 -27.92715
H -4.06621 -19.96474 -26.30205
H -3.31772 -21.70473 -15.96700
H 1.45313 -19.93354 -12.35019
H -0.04652 -20.61258 -12.66236
C -1.20921 -27.12081 -26.05250
H 1.06056 -19.07193 -14.52840
H -4.97934 -12.25698 -16.60616
H -5.98422 -18.62090 -28.27333
C -4.37995 -22.60447 -19.09342
H -0.21976 -17.73968 -9.42796
H -9.31318 -22.61465 -14.27422
N -6.82029 -22.54873 -12.00666
C -7.75209 -24.22803 -20.02679
H -3.95127 -18.08192 -17.83239
H -3.64912 -22.62564 -26.21128
H -6.15162 -16.00964 -23.35425
C -1.42538 -27.18702 -18.16540
H -2.50774 -10.43849 -20.56641
C 2.03055 -21.70747 -8.94731
H -5.39380 -22.38083 -18.76148
H -9.33935 -24.88225 -15.94517
C -4.47174 -17.88234 -26.69638
C -4.53916 -15.76624 -19.42561
H -4.35589 -20.53521 -15.18125
H 3.20905 -19.21602 -7.27667
H 3.31955 -18.76947 -8.99194
C -3.09581 -24.32724 -27.51080
H -4.69748 -11.27784 -18.72337
H -1.49613 -20.25326 -15.95726
C -4.22680 -12.79345 -17.18408
H -12.01910 -21.95561 -18.32269
H -1.34510 -22.88573 -25.68356
O -6.56874 -25.46746 -17.60301
C -5.99171 -20.22192 -12.18456
H -9.79029 -21.66326 -19.31677
C -11.69847 -19.41243 -16.15758
H 0.37800 -18.22905 -16.76091
C -6.29304 -26.29110 -20.42104
H -6.18566 -20.11154 -18.07440
H 0.46912 -18.90404 -6.26093
H 2.10337 -22.73541 -8.59214
H -5.15878 -16.42356 -18.81562
H -1.46812 -21.31189 -10.69500
C 5.41449 -17.86558 -15.26858
C -7.00023 -21.15654 -11.48616
C -9.96649 -27.03031 -18.50869
H -2.18035 -22.27183 -17.70868
H -5.14104 -15.41459 -20.26356
H 1.39787 -19.50900 -16.94383
H 0.18424 -26.34299 -19.11967
C -1.42355 -12.38452 -19.03228
H -6.92932 -18.04339 -25.08823
C -2.89250 -12.34907 -19.47804
H -1.19660 -25.20874 -18.80504
H -5.86459 -23.83261 -11.07161
H -4.28241 -25.78420 -15.29789
H -12.25803 -17.49505 -19.93398
H -2.17138 -22.24281 -20.67549
H -4.92713 -18.65778 -16.66689
C -6.82562 -21.24122 -9.90441
C -11.99711 -19.60565 -20.02442
H -6.74461 -23.70201 -15.07618
N -2.90995 -20.69842 -18.35693
H 2.55454 -17.28949 -19.66931
C -1.69868 -27.31781 -14.85877
H -3.69114 -13.87280 -21.56628
H -7.41510 -22.08358 -15.20459
H -9.64002 -27.53052 -15.81657
C 1.62418 -18.30390 -15.05806
H -2.34305 -22.22522 -28.01839
H -2.38833 -20.49587 -20.78315
C 2.70358 -18.70342 -8.09511
H -7.09792 -23.80511 -19.26436
H -7.34911 -23.98520 -21.01002
H -8.43015 -27.51491 -20.63227
C 0.03261 -25.41426 -17.07457
H -6.74601 -25.22783 -13.13187
C -9.98185 -20.05024 -17.87711
C -3.43011 -20.08062 -17.18432
H -5.00190 -20.50594 -12.54191
H -9.18129 -21.26231 -11.08363
H -8.13182 -25.05375 -14.02281
H -3.22932 -11.01510 -17.79445
H -4.02276 -15.32012 -24.03745
C -4.10319 -20.97096 -16.14788
H -1.02316 -26.92787 -14.09738
C -2.91555 -21.44878 -20.73749
H 4.18789 -15.91932 -13.91791
C -3.74732 -21.27078 -19.50576
C 1.43475 -18.46445 -16.63457
H -5.78239 -19.48489 -11.40928
H -2.89002 -27.89276 -16.98632
N -3.41097 -13.72427 -19.77484
H -2.56553 -18.90695 -15.58725
H 3.30022 -18.21826 -13.65432
H -0.03483 -23.27203 -17.60371
H -9.85321 -18.73266 -20.31176
H -2.58617 -18.90898 -26.47550
H -5.64254 -13.92468 -18.28693
C -10.08922 -26.37597 -19.84856
C -5.72259 -16.97151 -23.07348
H -8.31834 -24.94575 -12.32819
H 0.39659 -25.46266 -28.03345
H -2.74778 -16.00833 -17.45489
H -0.91887 -27.89475 -15.35590
H -13.75279 -20.92107 -20.52425
H -12.34180 -21.83641 -20.45501
O 4.60595 -16.86502 -17.82123
H 6.08813 -17.01021 -15.32018
H -11.77453 -18.14183 -21.51663
C -8.83646 -22.48821 -13.30218
C -6.79764 -22.73162 -14.58261
H -9.12635 -24.11008 -17.45538
C 4.00195 -17.39535 -15.46693
H -5.80413 -21.52364 -9.64967
C 0.17453 -25.09992 -27.02985
C -7.52580 -25.77200 -19.77956
H -4.91840 -14.90380 -16.90391
H -3.09277 -19.00230 -24.03479
H 0.49742 -21.30460 -7.36870
H -5.75072 -25.86177 -17.91437
H -1.21843 -11.89153 -18.08203
N -5.18775 -17.71606 -25.40324
H -3.92496 -16.56865 -19.83428
C -7.65827 -24.63128 -13.13660
O -3.00571 -14.22357 -20.99292
C -8.98746 -21.04640 -13.12656
H -5.05958 -21.40757 -16.43560
H -4.16672 -15.79066 -26.83523
H -6.55142 -17.66557 -22.93407
H -10.92733 -26.69378 -20.46878
C -11.91606 -21.54826 -17.31693
H -6.36225 -26.58618 -21.46805
H -2.78659 -23.20933 -29.39299
N 3.69802 -17.62466 -16.91478
H -11.13125 -22.10508 -16.80495
H -5.17408 -23.68886 -27.90732
H -0.75580 -11.88852 -19.73670
H 0.27589 -24.04332 -27.27768
C -3.58707 -19.14479 -26.83702
C -8.85886 -26.37871 -17.54687
H -3.38692 -12.87926 -16.49462
C -2.18496 -26.16739 -15.72422
C -1.09033 -20.53693 -10.02807
C -9.42943 -25.06075 -17.01668
C -4.45915 -19.01399 -17.58462
N -7.52727 -26.17373 -18.28823
C -2.06332 -23.56356 -25.22226
H -2.33900 -28.03526 -14.34557
H -1.00061 -27.74760 -26.91952
H -10.14221 -20.08365 -21.29333
C -5.53765 -19.47111 -18.67277
H 2.03355 -26.20575 -17.21226
H 2.79496 -15.67813 -14.77818
H -0.53713 -24.91915 -24.63177
H -12.89865 -21.76799 -16.89938
H 5.74554 -18.69645 -15.89160
H -2.23774 -14.29731 -17.19154
H 3.26248 -19.47030 -14.92506
H 2.44181 -15.38861 -17.75922
C -4.77884 -14.12399 -17.65260
H 0.97314 -25.32094 -26.32171
C -3.95800 -18.65062 -23.47284
C 0.23732 -18.74993 -7.31479
H 1.21674 -17.35902 -14.69846
C 1.32818 -19.34530 -8.23404
H -2.47418 -23.20600 -24.27810
H -6.25415 -17.04495 -27.75758
H -8.69045 -19.65093 -11.68319
C -2.53590 -26.87358 -17.14119
H -3.16164 -25.06283 -14.15253
H -4.50865 -24.93545 -29.12052
C -2.70908 -16.47280 -25.42366
H -4.91881 -17.15464 -28.68378
C -8.73121 -26.46874 -20.57771
O -2.14594 -26.13602 -28.62783
C 0.39092 -20.31702 -10.46759
H -8.74447 -23.78847 -19.92642
H -12.63098 -19.76970 -15.72067
H -2.68778 -16.19595 -23.40691
N -12.27996 -19.55659 -18.55330
C -2.48141 -15.06313 -17.92792
H -1.00948 -13.38396 -19.16563
H -10.46006 -24.96186 -17.35749
H -1.67986 -19.62034 -10.04874
C -4.54605 -17.38508 -24.08813
O -0.56569 -24.56170 -14.87508
H 2.79857 -18.96609 -18.99726
H -0.35471 -27.30486 -25.40130
O -5.56064 -23.18826 -11.71506
H -5.06866 -25.30787 -27.46149
C 0.66419 -24.09700 -17.46627
H -5.90081 -27.09722 -19.80101
H 2.10980 -20.88951 -7.07697
C 2.30806 -17.54865 -17.45955
H -3.39359 -26.31534 -17.51645
H -1.61892 -15.33037 -18.53846
H -2.11962 -27.43558 -25.54244
H 1.32535 -24.08404 -18.33277
H -7.35674 -22.01343 -9.34791
H -4.48287 -19.52620 -20.53822
H -6.91691 -20.22864 -9.51141
C -3.80549 -11.76765 -18.33279
C 1.29127 -21.57804 -10.41035
C -2.17186 -19.52019 -16.39785
H 0.04243 -18.90869 -12.13890
H -0.80062 -28.01774 -17.83725
C -7.43667 -23.05490 -13.27052
H -1.28262 -23.51216 -28.41373
H -7.99186 -26.94092 -15.61324
C -3.50178 -16.27329 -24.12768
N -1.05254 -25.16679 -16.01311
H -13.83461 -18.62047 -18.63564
C -3.31066 -25.29904 -15.20615
C -10.41679 -19.66555 -20.32487
H -11.80228 -18.33564 -16.29112
H -5.42763 -16.80913 -22.03679
C -9.66432 -20.58623 -19.20611
H -10.91907 -27.07445 -17.98073
H -13.48249 -18.23834 -20.84292
H -6.05190 -18.56343 -18.98864
H -3.51749 -24.43081 -15.83185
H -9.47690 -23.05158 -12.62354
H -2.83736 -26.80180 -28.64423
H -0.68959 -19.24781 -7.59947
C 0.43008 -19.91409 -11.97456
C -4.56720 -24.57494 -28.09354
C -1.23733 -25.64456 -26.45973
H -8.59401 -20.49018 -19.38861
C -8.48554 -20.72070 -11.72446
O 0.45903 -17.96022 -10.07000
H 5.27063 -17.50104 -18.09560
H -4.08236 -24.16196 -25.53744
H -8.97783 -26.07712 -21.56459
H -4.63737 -19.46075 -23.20777
H 1.07700 -27.39555 -16.48124
H 1.26777 -15.85986 -16.43365
H -5.66899 -20.85502 -20.34807
*
```

- orbital gap (eV) = 8.1
- HOMO energy (eV) = -7.83

Atom charges from the Mulliken analysis, given in e for atoms 1 to 4: number 1, C, carries -1.6527; number 2, H, carries 0.3511; number 3, H, carries 0.5517; number 4, O, carries -0.2887

***

Entry b
This record from OMol25 describes 10 unconnected molecules or ions with the total composition C90H190N10O10. The level of theory is wB97M-V/def2-TZVPD.

```
! RIJCOSX wB97M-V def2-TZVPD def2/J DEFGRID3
* xyz 0 1
C 1.95873 8.07788 3.39978
C 1.84006 -0.44080 -4.70200
H -2.84079 -1.30984 1.32029
C 0.10826 0.06782 5.53917
H 1.24113 1.12890 2.49634
C -2.08935 1.03186 -5.02529
C 4.39458 -5.17537 -1.78657
H -4.99670 -8.41613 4.91380
C -1.97577 -0.36059 4.30236
H 2.67497 7.90572 4.19451
H 0.23613 -3.64431 -1.38470
C -1.55958 -7.40273 2.94821
H -3.74188 -2.68313 -2.12689
H -1.85053 -1.30490 7.13422
C 4.66901 1.60597 4.66675
H 4.34898 -4.44969 -4.41431
C -5.28025 -4.04361 -1.51124
H -6.73262 -4.24004 -4.50348
H -6.19294 -7.93835 3.72014
O 2.51679 -3.22265 -2.91169
H 7.01027 3.36232 0.78852
H -2.00198 1.11021 -7.49277
C 7.79870 3.12497 1.51253
H 1.70273 2.61257 -5.29632
H -1.02047 -5.39609 2.59366
H -6.91522 -6.87980 -1.58673
C 1.04703 3.60863 4.67723
H -0.45289 0.78468 6.15241
H 4.19168 0.82069 5.36121
H -1.57814 -0.10890 3.30407
H 2.90184 -1.87796 5.72545
H 3.55640 6.91525 -2.24128
H 0.97810 2.55113 4.37983
H -0.71787 -1.20186 -1.55501
C -6.62713 -6.47610 -2.55766
C -8.91351 -5.43269 -2.11753
H -2.05349 3.57710 -4.88605
H 2.20936 -1.47077 -4.74091
H 0.46091 -1.73410 -7.02173
H 2.48789 -0.94495 4.25475
H -5.21139 8.98028 -0.12521
N 6.26808 1.69895 2.67886
H 3.59554 1.05999 -2.56988
C -0.55398 -0.92961 -4.86819
H -2.88441 0.38940 1.76378
N -0.50435 -0.02250 0.99353
H 6.56732 -0.06650 5.54070
C -4.15483 -7.76199 3.02776
O 1.99583 2.84302 -3.55557
C -3.48142 5.68285 -1.48487
H -2.37324 0.60519 4.71180
H -0.42917 -4.63970 -4.82159
H -5.37193 -2.27128 -2.51570
H -1.91642 7.59788 0.94677
H 3.78457 6.17339 2.46209
H -4.91258 6.36870 2.05215
H -6.01593 7.40886 -0.00297
C 3.31311 -5.49203 -2.80964
N 2.18701 -4.61523 -2.54158
H 2.05906 0.45298 6.31873
H 0.90205 4.81813 -1.63241
H 5.19975 3.66419 -4.70007
H -0.70738 3.05537 -3.95340
H -3.32856 -4.41303 2.58694
H -0.53577 -1.99481 -5.01683
H -0.45461 -0.76357 -3.81043
C -0.89594 -1.05038 5.11420
C 1.50968 -0.42563 -0.53420
H 3.19017 4.06034 3.27231
H 5.25680 -5.88866 -1.94879
H -3.05845 1.43995 -5.36522
C 5.16138 -0.33898 3.31779
H -4.58629 8.11731 2.36529
C 2.84204 6.15959 1.88372
C 5.35617 3.94705 -2.08372
H -2.87544 9.08700 0.97717
H 2.18663 -2.36679 2.73284
H 1.55442 2.23713 -0.58240
H 3.88459 1.99144 -1.03671
H 1.79551 4.63934 0.64588
O 5.15620 2.10292 1.82998
H 1.05116 6.37183 -2.50476
C 0.40397 -6.34897 -2.74582
H -0.21143 -0.21591 -7.53523
H 7.36145 4.88560 3.28438
H -1.82028 -7.09203 0.80557
H 0.38405 0.61378 4.63539
H 1.25089 -0.82977 7.14359
H -2.62961 -0.97055 -4.68093
H 0.53851 2.55834 0.69296
H 0.71512 8.04620 1.19319
H -2.46370 -0.71252 -1.79915
N 2.92236 3.55827 -2.75829
H -9.43150 -4.42893 -2.19591
H -3.50215 -5.30806 -1.64442
C -0.13726 4.05797 2.51558
H -4.64576 -5.74817 -0.45605
H 0.11120 3.81740 5.19797
N -2.75568 -8.10228 3.53502
C -1.89627 -0.44397 -5.29575
H -0.53186 6.12702 4.07106
H -9.53743 -6.17625 -2.74130
H -6.93758 -7.06893 -3.39183
H 8.64255 1.44607 5.74904
C 2.35725 3.92689 2.58085
C 1.16317 -2.56956 4.67004
C -1.02240 1.84072 -5.70342
H 7.55544 -0.05406 4.10588
C -1.04847 3.17413 -4.96889
H 5.00222 2.46909 5.24810
H -0.42105 7.15304 2.21321
H 2.52822 -0.12301 -0.46044
H 0.47247 4.84412 -3.31746
C -5.03676 7.68217 -1.80384
H -5.75606 -3.90080 0.53501
O -1.05340 -3.06255 3.71433
H -4.68738 6.26230 -3.25998
C 1.85427 -3.13400 3.46426
C -7.60168 -4.49065 -3.92807
C 2.66173 5.02984 -2.95227
H -2.55311 1.27105 -1.46031
H 3.85269 5.25434 -4.80103
C -1.28111 -7.75503 1.49413
H 1.32023 -0.19296 -1.58794
H 0.36148 6.35172 0.85981
H 2.71525 -2.79253 -2.08190
H -5.37634 -2.37922 -0.14506
H -3.63350 -8.03131 0.88285
H 4.74516 -6.11435 -4.27771
C -3.19799 -5.47603 2.36764
H -3.16792 -5.69990 1.32162
H 0.42936 -6.38050 -1.64659
H -4.34825 3.81710 -1.02264
C 4.32372 2.98853 -2.84989
C -4.60004 -5.36842 -1.48691
H -2.89527 4.73901 1.33139
H 1.11633 -8.26885 -2.91142
H 5.33068 5.65279 -3.37999
H 2.67043 6.56100 -4.50045
H -0.04795 4.38609 1.48856
C 5.73843 0.91104 3.86415
O -7.54109 -3.06647 -1.59621
C 8.27606 2.51019 3.85769
H 1.69639 2.15442 -2.97485
H -0.95551 -2.68060 6.77846
H 8.71659 3.48782 4.13770
H 1.05497 8.55275 3.76491
H -4.36026 8.41088 -2.30941
H -0.30865 -3.00158 -2.87561
C -4.41942 -8.31555 1.53691
C 1.46506 -7.29725 -3.18057
N 1.34286 5.77387 3.69599
H -1.80895 5.54033 -2.83578
H 1.47807 -7.33276 -4.28144
H -0.60350 2.88620 -1.56955
H -2.39801 -2.36212 5.93369
N -6.80791 -4.32434 -1.53182
C -5.24257 -8.43655 3.85392
H -2.01726 1.25901 -3.94476
H -1.50698 -8.80234 1.20826
O 1.43404 2.02818 -6.00540
C 2.79066 -6.94720 -2.61106
H -2.35676 7.23392 -2.57623
C 1.18422 5.28344 -2.57160
H -3.28340 6.89109 2.51694
O 0.29943 6.22764 4.53629
C 0.57040 -0.17709 -5.53499
H -2.35972 8.36132 -0.62574
C 3.65329 5.82653 -2.11377
H -1.35200 -2.78667 2.86777
C 1.41116 -0.40211 6.12767
C 0.81403 0.43589 0.47748
C 2.10374 -1.43851 5.15758
H 3.58577 -7.58328 -2.95872
C -1.83119 1.39668 -0.62093
H 2.71521 -7.02928 -1.49627
H -2.66362 3.71897 -1.17586
H -6.00314 7.98951 -2.17876
H -0.48666 1.98004 -7.78591
C -0.11760 -3.93637 -2.34106
C 6.92113 0.60081 4.74191
H 2.09260 5.00156 -5.01980
H 3.51943 4.34157 0.89866
H 0.44221 -7.25424 3.53398
C 6.50193 4.18095 3.20420
C 7.76561 1.82846 5.16872
N 0.33982 1.24521 -5.39703
H 3.83179 1.97806 4.05892
H 4.39495 -0.17960 2.62074
C -5.10250 7.91577 -0.33692
H -1.39596 6.44283 -1.29499
H 5.19430 1.29429 -1.85448
H -0.43125 3.87417 -5.55823
H 1.57495 -0.45223 -7.40839
H 3.99758 -5.36738 -0.76582
C -1.69057 -0.00356 0.07433
H -2.04206 -1.95398 -0.70681
C 0.62078 -0.66434 -6.94598
O -0.37348 -1.36144 1.47490
C -1.41185 1.96951 -7.18469
H 8.31060 2.27885 1.10316
C -3.91619 7.33415 0.44437
H 3.20290 -5.70880 -4.98551
H -5.30601 -6.07308 2.82507
C 1.69282 6.76636 2.65493
H 1.92797 -0.53008 2.12554
C -1.63997 -1.01561 -1.06133
H 0.21728 -4.37892 5.19731
H -0.62429 -7.33124 4.91626
C -4.16633 7.16509 1.97059
H -4.38105 -9.42209 1.42311
C -5.07233 -3.42050 -0.11226
H 5.79559 4.53244 2.44257
H 2.58186 0.24116 -5.07246
H 2.63874 -3.82983 3.74873
H 1.88826 -4.36657 5.77897
H -4.60321 -3.62946 -3.46161
C 1.00029 -3.72118 5.66661
H -5.38738 -9.54106 3.60156
C 1.11994 4.38691 3.37113
H -4.12057 -5.97446 4.16946
C 2.86028 5.48654 -4.42481
O -2.61370 -9.51452 3.49584
C 0.56770 7.06493 1.65594
H 5.80144 6.00282 -1.75845
C -2.13963 6.24808 -2.06382
H -2.27266 2.12246 0.07105
H 4.67894 2.78932 2.34625
H 0.67169 -3.49988 6.65172
H 1.14836 -3.81491 -4.94993
C 4.94871 2.71985 -4.24918
H 2.56961 0.95691 1.33876
H -3.66463 3.98536 -2.66639
H -1.12086 -4.35958 -2.27433
C 0.64877 -4.70870 -4.61518
H -2.87747 -0.95708 4.18270
H -0.35275 3.01603 2.49535
H 2.23016 2.86620 2.29569
C -3.55374 4.16853 -1.60593
H -3.73250 -0.17815 0.30446
H -5.40758 -7.88658 1.19373
C -0.50470 1.89024 -1.15613
H 4.75824 -4.12176 -1.80948
C 4.23859 1.74552 -2.02137
C 1.66924 0.51440 1.72111
C -7.43284 -5.19057 -2.57787
N -3.72222 5.95677 -0.05881
H -8.17047 -3.57748 -3.67297
N -0.14424 -1.97244 4.13666
C -4.25729 -6.26002 3.10004
H 6.00733 4.28909 4.22418
C -2.88410 -0.29873 0.95958
H 3.49782 5.72777 -1.01923
H -8.25082 -5.12792 -4.50588
H 3.02978 6.84558 1.07718
H 5.35635 3.68436 -1.00326
H -0.34660 -8.75154 4.07060
H -1.02519 4.58364 2.91827
H -5.56618 5.58548 -1.93089
H -4.68856 -7.34155 -2.40304
H -0.21470 1.26444 -2.03994
H 5.88820 -0.97785 2.82520
H 1.26750 -1.48745 -0.29153
H 1.10119 -3.77663 2.97235
O -2.56797 5.39331 0.70576
C -1.49813 -1.88543 6.30428
C -0.41959 -7.70135 3.92878
C -5.09370 -6.33926 -2.53645
H 8.52574 3.93666 1.61793
H -0.20743 -7.66125 1.17672
C 0.65790 1.83035 -0.13395
C -2.65194 8.18545 0.41030
H -2.15775 -0.67811 -6.36484
H -1.93211 2.89847 -7.34858
C 7.17646 2.82485 2.84910
H 9.10811 1.97332 3.37295
H 0.99619 -5.51127 -5.21845
H -4.75082 -6.07692 -3.54184
H -2.31047 -9.69053 2.56718
H 6.38029 3.68629 -2.44642
C 5.07021 5.43565 -2.34709
H 5.87175 2.11990 -4.20805
H 1.57085 -0.23294 -3.64702
H -4.02643 -3.50386 0.25162
C -4.67743 -3.09212 -2.53393
C -1.90334 -5.93067 3.01700
H -2.03009 -5.77588 4.10036
H 2.39475 8.79206 2.73583
C 3.90352 -5.42058 -4.20108
H 4.77351 -0.95537 4.17271
C 2.60629 4.76186 1.37776
H -0.63534 -6.60541 -2.96536
C -4.75213 6.25113 -2.17758
H 7.26407 2.55473 5.83323
H -9.06497 -5.61023 -1.07518
H -7.97638 -3.03193 -0.72656
H -0.23157 -1.21752 2.45077
H 4.12685 2.21433 -4.79768
H 1.93141 3.81397 5.30913
C 0.80031 -4.91808 -3.11005
*
```

- orbital gap (eV) = 8.6
- HOMO energy (eV) = -8.19

Atom charges from the Mulliken analysis, given in e for atoms 1 to 4: number 1, C, carries -2.2845; number 2, C, carries -1.1102; number 3, H, carries -0.1346; number 4, C, carries -0.7407

***

Most stable structure among those shown: entry b. Next: +0.3481 hartree.